Record 1
C20H36O14S2 | ωB97M-V/def2-TZVPD

Calculated values
Highest occupied orbital energy = -8.888 eV
Kohn-Sham gap = 8.77 eV
E = -71657.552 eV
LUMO level = -0.1204 eV

Last column: Mulliken charge in e.
Atoms and positions in Å:
1 C 0.360190 -1.707435 -0.266715  -1.520
2 C -0.434636 -0.494453 0.151384  0.319
3 C 0.286793 0.628747 0.893903  0.170
4 O -0.175831 1.839660 0.256386  -0.352
5 C -0.867058 1.518972 -0.848625  0.539
6 O -1.526461 2.261451 -1.512091  -0.541
7 O -0.772017 0.208757 -1.090222  -0.248
8 H 0.552985 -2.272132 0.656558  0.381
9 H 1.370773 -1.556418 -0.648785  0.346
10 H -0.200900 -2.296357 -0.986813  0.450
11 H -1.446601 -0.649695 0.538228  0.339
12 H 1.360026 0.480623 0.780316  0.177
13 H -0.050349 0.730676 1.921708  -0.097
14 C 4.691731 -4.585463 1.602802  -1.415
15 C 4.265511 -5.188908 0.296431  0.473
16 C 3.385547 -4.275893 -0.601832  0.020
17 O 4.109817 -4.133082 -1.791749  -0.348
18 C 5.314457 -4.682812 -1.688207  0.638
19 O 6.195482 -4.533322 -2.481209  -0.540
20 O 5.476840 -5.320058 -0.509455  -0.403
21 H 5.136076 -3.599934 1.434275  0.290
22 H 5.329679 -5.195351 2.239714  0.416
23 H 3.877065 -4.320189 2.289163  0.332
24 H 3.875282 -6.201203 0.392218  0.356
25 H 3.187825 -3.311209 -0.131331  -0.130
26 H 2.433605 -4.805898 -0.676794  0.300
27 C 3.058465 0.662150 4.812085  -1.274
28 C 3.564992 -0.171563 3.606056  0.154
29 C 4.477414 -1.332427 3.986643  -0.362
30 O 3.599749 -2.420994 4.062611  -0.355
31 C 2.411667 -2.097266 3.470304  0.526
32 O 1.534307 -2.871860 3.332129  -0.518
33 O 2.439466 -0.839062 3.030921  -0.147
34 H 3.908337 1.028644 5.384318  0.402
35 H 2.464564 -0.001552 5.440773  0.325
36 H 2.450252 1.480306 4.435564  0.288
37 H 4.024670 0.476900 2.864739  0.398
38 H 5.075080 -1.037843 4.850559  0.351
39 H 5.232437 -1.383627 3.191881  0.261
40 C -5.383357 3.004758 -4.789479  -1.204
41 C -5.024419 4.348792 -4.230320  0.615
42 C -3.867169 4.512888 -3.254376  0.125
43 O -3.177805 5.685937 -3.732233  -0.360
44 C -3.603585 5.982112 -4.973267  0.658
45 O -3.146769 6.814383 -5.696872  -0.553
46 O -4.664052 5.226387 -5.312704  -0.372
47 H -4.547173 2.502663 -5.273845  0.123
48 H -6.170622 3.013676 -5.543837  0.396
49 H -5.812747 2.385979 -3.997568  0.370
50 H -5.884261 4.833992 -3.749346  0.176
51 H -3.242826 3.618636 -3.160844  -0.221
52 H -4.127441 4.745426 -2.222436  0.289
53 C -3.330635 1.061600 5.829122  -0.926
54 S -2.038257 2.321257 5.991946  0.473
55 O -2.596071 3.612227 5.421758  -0.619
56 C -0.890195 1.641128 4.739170  -0.893
57 H -3.008581 0.157463 6.346956  0.345
58 H -3.625611 0.847723 4.801074  0.289
59 H -4.245598 1.405214 6.311597  0.341
60 H -0.041166 2.314658 4.654212  0.325
61 H -1.411265 1.608355 3.782704  0.268
62 H -0.571088 0.650123 5.060639  0.387
63 C -1.722874 -1.332643 -5.726983  -0.966
64 S -2.547621 0.280298 -5.660522  0.473
65 O -3.917531 -0.219597 -5.266142  -0.619
66 C -1.781552 0.955768 -4.142709  -0.714
67 H -0.757397 -1.302274 -6.239762  0.381
68 H -2.395644 -1.955563 -6.314456  0.354
69 H -1.604648 -1.865484 -4.783017  0.250
70 H -2.079453 0.314728 -3.317628  0.294
71 H -2.055204 1.989686 -3.985821  0.095
72 H -0.704614 0.808826 -4.252851  0.419

Forces on atoms 1 to 3 (eV/Å):
0.03 -0.61 1.48
-0.19 1.16 -1.78
-0.41 -0.06 0.07

Record 2
C5H6O3 | ωB97M-V/def2-TZVPD

Calculated values
Highest occupied orbital energy = -9.908 eV
Kohn-Sham gap = 9.14 eV
E = -11419.553 eV
LUMO level = -0.7679 eV

Last column: Mulliken charge in e.
Atoms and positions in Å:
1 O 1.956071 0.882101 1.885311  -0.494
2 C 1.203344 -0.159590 1.836158  -0.470
3 C 0.298883 -0.266324 0.580940  0.357
4 C -1.031272 -0.708274 1.141180  0.223
5 O -1.894622 -0.936067 0.354621  -0.518
6 C 0.556682 0.503113 -0.444330  -0.059
7 C -0.322584 0.578117 -1.830543  -0.472
8 O -0.787076 -0.613427 -2.095545  -0.500
9 H 1.263090 -0.647631 2.813446  0.445
10 H -1.247345 -0.844416 2.418832  0.221
11 H 1.836624 0.680219 -0.630938  0.212
12 H -0.806209 1.544954 -1.906814  0.275
13 H 0.244483 0.908030 -2.719279  0.366
14 H -1.270068 -0.920805 -1.403037  0.412

Forces on atoms 1 to 3 (eV/Å):
-2.22 -3.72 -0.18
3.79 5.73 -1.00
-0.24 -0.42 5.96

Record 3
C26H38Cl3N5S2SiTl | ωB97M-V/def2-TZVPD

Calculated values
⟨S²⟩ = 1.4752
Multiplicity = 2
Highest occupied orbital energy (alpha / beta) = -0.498 / -0.410 eV
Kohn-Sham gap (alpha / beta) = 4.72 / 4.24 eV
E = -106823.938 eV
Total charge = -2
LUMO level (alpha / beta) = 4.2258 / 3.8311 eV

Last column: Mulliken charge in e.
Atoms and positions in Å:
1 Tl -0.683965 -1.615454 0.152067  0.277
2 N -0.584557 -1.609765 3.456857  -0.250
3 C 0.639115 -1.012390 3.960549  -0.131
4 C 1.883338 -1.862727 3.717972  -0.941
5 C 2.375662 -2.082670 2.283760  -0.248
6 N 1.477760 -2.853845 1.431839  -0.118
7 H -1.405087 -1.074984 3.712926  0.158
8 H -0.725837 -2.554551 3.794739  0.143
9 H 0.591216 -0.813875 5.043823  0.348
10 H 0.774998 -0.046780 3.462973  -0.079
11 H 1.746536 -2.837467 4.207272  0.315
12 H 2.701265 -1.364790 4.248245  0.374
13 H 3.366612 -2.555670 2.367758  0.270
14 H 2.530536 -1.111805 1.801423  0.119
15 H 1.114591 -3.686153 1.880399  0.131
16 H 1.907051 -3.137054 0.558750  0.109
17 Cl -3.427993 -3.756919 -0.737389  -0.227
18 Si -3.881484 -1.885069 0.783377  0.757
19 Cl -5.481417 -0.443908 0.316741  -0.430
20 Cl -4.688790 -2.459180 2.748926  -0.435
21 S -2.398405 -1.047684 -3.123044  -0.360
22 C -1.252101 -1.941879 -2.439962  -0.025
23 S 0.142691 -4.388256 -1.417818  -0.334
24 C -1.207820 -3.502227 -2.562554  0.546
25 N -1.988637 -3.625793 -1.442815  -0.273
26 C -4.465426 -3.728631 -1.985514  0.110
27 C -4.463574 -3.883149 -3.289404  -0.602
28 C -3.075420 -4.142566 -4.006121  -0.109
29 N -1.828312 -4.068505 -3.702248  -0.661
30 H -2.616765 -4.926086 0.651964  0.030
31 H -4.662126 -4.664983 0.081532  -0.013
32 H -5.330822 -3.842808 -3.932087  0.366
33 H -3.259829 -4.460185 -5.038348  0.282
34 C 4.877820 2.778753 -1.432327  -1.741
35 C 3.992983 1.561072 -1.305862  0.204
36 C 4.504446 0.298071 -1.573763  -0.994
37 C 3.645359 -0.807661 -1.490619  0.205
38 C 4.149336 -2.196187 -1.798758  -1.611
39 C 2.332974 -0.637383 -1.116552  -0.007
40 C 1.772317 0.628633 -0.748575  0.193
41 C 2.670212 1.729454 -0.915721  -0.351
42 N 0.512189 0.636862 -0.287146  0.097
43 C -0.216174 1.862033 -0.020951  1.402
44 C -1.643477 1.459909 0.405941  -2.190
45 C -2.535610 2.667921 0.699719  0.449
46 C -1.915767 3.491693 1.829469  -1.606
47 C -0.513761 3.940365 1.411602  0.485
48 C -0.604095 4.789837 0.138212  -1.388
49 C -1.245807 3.972022 -0.988795  0.499
50 C -2.646962 3.532463 -0.558130  -1.660
51 C -0.388916 2.735939 -1.284209  -1.234
52 C 0.361978 2.712903 1.134276  -0.687
53 H 5.883687 2.501488 -1.753853  0.378
54 H 4.962297 3.309286 -0.479902  0.320
55 H 4.473415 3.486201 -2.161425  0.323
56 H 5.541140 0.171816 -1.871826  0.207
57 H 5.052239 -2.163458 -2.412843  0.425
58 H 3.389236 -2.784029 -2.315840  0.306
59 H 4.397587 -2.735240 -0.878656  0.219
60 H 1.681840 -1.505968 -1.142866  0.368
61 H 2.336670 2.742147 -0.741356  0.546
62 H -1.580095 0.823948 1.297835  0.197
63 H -2.089205 0.862294 -0.397412  0.379
64 H -3.527613 2.310152 0.990465  0.341
65 H -1.850511 2.882643 2.738031  0.411
66 H -2.544007 4.361429 2.059570  0.563
67 H -0.064444 4.535778 2.216034  0.301
68 H 0.399646 5.113100 -0.160963  0.524
69 H -1.197422 5.692692 0.331045  0.523
70 H -1.316668 4.590709 -1.891251  0.224
71 H -3.122124 2.957285 -1.357957  0.489
72 H -3.275224 4.409861 -0.357340  0.564
73 H 0.580674 3.042626 -1.679079  0.556
74 H -0.865020 2.111935 -2.046854  0.424
75 H 0.424838 2.075612 2.024108  -0.209
76 H 1.377016 3.038802 0.907934  0.455

Forces on atoms 1 to 3 (eV/Å):
0.07 0.33 -0.11
-0.06 -0.13 0.08
0.02 0.06 -0.02

Record 4
C7H7IN4 | ωB97M-V/def2-TZVPD

Calculated values
Highest occupied orbital energy = -8.698 eV
Kohn-Sham gap = 8.48 eV
E = -21430.266 eV
LUMO level = -0.2154 eV

Last column: Mulliken charge in e.
Atoms and positions in Å:
1 C -1.686139 2.651030 -0.545381  -0.343
2 C 0.567018 -3.092380 1.296588  -0.523
3 C -0.555985 2.099952 0.067712  -0.158
4 C 1.069323 -2.388942 0.222746  -0.341
5 C -0.951604 1.191212 -1.877060  0.078
6 C -0.180811 -1.057152 1.478589  -0.036
7 C 1.065509 0.445463 -0.657215  -0.533
8 N -1.923211 2.037853 -1.702165  -0.596
9 N -0.209995 -2.225260 2.033751  -0.664
10 N -0.100706 1.222331 -0.851200  0.212
11 N 0.526185 -1.138917 0.318235  0.021
12 I 2.579607 1.102824 0.574686  0.241
13 H -2.290180 3.514741 -0.027833  0.276
14 H 0.685713 -4.060482 1.538692  0.488
15 H -0.076274 2.165730 1.142305  0.234
16 H 1.587262 -2.720395 -0.631531  0.405
17 H -0.876823 0.587831 -2.846678  0.291
18 H -0.754863 -0.318006 1.938905  0.400
19 H 1.525973 -0.017431 -1.473146  0.547

Forces on atoms 1 to 3 (eV/Å):
0.22 1.83 4.11
-0.42 4.25 -1.19
-0.70 1.72 2.38

Record 5
C33H70Br24InO | ωB97M-V/def2-TZVPD

Calculated values
Highest occupied orbital energy = -4.489 eV
Kohn-Sham gap = 5.63 eV
E = -1723596.823 eV
Total charge = -1
LUMO level = 1.1443 eV

Last column: Mulliken charge in e.
Atoms and positions in Å:
1 C -2.062990 -2.624391 -8.610226  -1.244
2 C -1.379016 -3.067085 -7.258601  0.354
3 C -1.479830 -4.609843 -7.144275  -0.460
4 C -0.869076 -5.264190 -5.870289  -0.151
5 C -0.666704 -4.357897 -4.625302  -0.372
6 C -1.771649 -4.541062 -3.514243  -0.203
7 C -1.488397 -3.437127 -2.423740  -0.584
8 C -2.408568 -2.185732 -2.557718  -0.539
9 C -1.808410 -1.003726 -3.389488  -0.527
10 In 0.319090 -0.457322 -2.904777  1.149
11 O 1.529270 -1.813575 -4.006815  -0.866
12 H -1.392189 -1.957722 -9.186139  0.327
13 H -2.188079 -3.531612 -9.240741  0.315
14 H -3.064256 -2.186522 -8.465519  0.308
15 H -0.354698 -2.664057 -7.224333  0.307
16 H -1.975486 -2.613673 -6.442278  -0.197
17 H -2.537789 -4.904795 -7.306421  0.288
18 H -0.939117 -5.032104 -8.024470  0.281
19 H 0.079675 -5.782662 -6.129498  0.408
20 H -1.558598 -6.094654 -5.565759  -0.449
21 H 0.274052 -4.678268 -4.130736  0.225
22 H -0.551009 -3.277327 -4.808058  0.104
23 H -2.794712 -4.466969 -3.916903  -0.160
24 H -1.562981 -5.508790 -3.012131  0.336
25 H -0.406720 -3.218927 -2.381087  0.274
26 H -1.738071 -3.925466 -1.451426  0.326
27 H -3.325349 -2.527873 -3.100296  0.237
28 H -2.761745 -1.845065 -1.566399  0.302
29 H -1.924668 -1.154371 -4.487981  -0.019
30 H -2.436583 -0.112081 -3.157960  -0.003
31 H 0.732610 -0.689927 -1.177437  -0.504
32 H 0.663580 1.199906 -3.482298  -0.399
33 H 1.763101 -1.399690 -4.834691  0.173
34 Br -4.893624 4.889136 -2.203110  -0.190
35 C -4.443507 3.027317 -1.827858  -0.640
36 C -2.963362 2.783706 -1.952693  -0.228
37 Br -2.409746 2.672240 -3.813268  -0.082
38 H -5.036068 2.416580 -2.503563  0.423
39 H -4.776114 2.857899 -0.804799  0.404
40 H -2.696671 1.818403 -1.521590  0.304
41 H -2.360514 3.560510 -1.489780  0.054
42 Br 5.897800 1.994564 -2.237301  -0.193
43 C 5.530883 0.665124 -0.858677  -0.601
44 C 4.186658 0.015054 -1.055919  -0.428
45 Br 2.743437 1.189027 -0.490097  -0.043
46 H 5.621907 1.171109 0.098390  0.320
47 H 6.328748 -0.070524 -0.955081  0.426
48 H 4.093995 -0.869158 -0.428990  0.132
49 H 3.986742 -0.257017 -2.090537  0.413
50 Br 0.928075 -2.030576 1.489828  -0.120
51 C 2.016244 -2.368135 3.069416  -0.660
52 C 3.034203 -1.277501 3.273922  0.133
53 Br 4.525885 -1.461209 2.032283  -0.070
54 H 2.464249 -3.350529 2.943623  0.420
55 H 1.315459 -2.396011 3.902952  0.362
56 H 3.479138 -1.346173 4.265712  -0.042
57 H 2.627068 -0.281248 3.133786  0.012
58 Br -11.164235 5.564245 -3.854916  -0.163
59 C -9.527329 5.794142 -2.821470  -0.609
60 C -8.382788 5.021207 -3.421637  -0.122
61 Br -8.524831 3.119651 -3.027551  -0.111
62 H -9.753302 5.495731 -1.801723  0.365
63 H -9.321879 6.863093 -2.847129  0.372
64 H -7.438398 5.331596 -2.981879  -0.193
65 H -8.323764 5.116538 -4.502352  0.414
66 Br 7.218600 -0.895357 5.395990  -0.130
67 C 6.858207 -2.221950 6.776481  -0.335
68 C 5.516322 -2.876002 6.572768  -0.704
69 Br 4.047844 -1.713371 7.121861  -0.154
70 H 6.946019 -1.716678 7.728697  0.102
71 H 7.657694 -2.956116 6.682889  0.349
72 H 5.420168 -3.764835 7.194784  0.384
73 H 5.334174 -3.142198 5.534582  0.434
74 Br -8.432609 -0.693100 -4.052771  -0.143
75 C -9.038999 -0.236567 -5.846083  -0.599
76 C -10.122258 0.810241 -5.813914  -0.202
77 Br -11.835804 0.047190 -5.284784  -0.141
78 H -9.355166 -1.162803 -6.317630  0.392
79 H -8.155516 0.143867 -6.356498  0.336
80 H -10.288321 1.219541 -6.809323  0.332
81 H -9.910746 1.621096 -5.122416  0.020
82 Br 6.277524 -2.018149 10.371308  -0.112
83 C 7.818249 -1.748603 11.532998  -0.394
84 C 9.012435 -2.532800 11.054002  -0.466
85 Br 8.843902 -4.423021 11.492512  -0.141
86 H 7.507832 -2.016171 12.538921  0.406
87 H 8.021223 -0.679187 11.492248  0.179
88 H 9.917084 -2.202082 11.563038  0.175
89 H 9.162442 -2.470424 9.978944  0.384
90 Br -2.369506 7.423524 1.005856  -0.137
91 C -1.412112 7.877121 -0.627191  -0.554
92 C -1.444648 6.724387 -1.592674  -0.071
93 Br -0.205151 5.334288 -1.024517  -0.091
94 H -0.402807 8.153768 -0.335646  0.394
95 H -1.920657 8.749668 -1.034522  0.343
96 H -1.105287 7.033681 -2.580113  0.380
97 H -2.424208 6.259066 -1.682566  -0.198
98 Br 3.506382 1.729143 3.401234  -0.227
99 C 2.733304 2.480152 1.775552  -0.667
100 C 1.716205 3.546113 2.087850  -0.190
101 Br 0.032666 2.771036 2.690306  -0.122
102 H 2.318881 1.651244 1.209268  0.287
103 H 3.573866 2.902480 1.228356  0.477
104 H 1.465874 4.106592 1.187987  0.009
105 H 2.039695 4.235966 2.863183  0.360
106 Br -2.928576 -7.767290 -6.425226  -0.120
107 C -4.701959 -7.774648 -5.617615  -0.574
108 C -5.624794 -6.798374 -6.301201  -0.637
109 Br -5.246524 -4.963375 -5.770370  -0.130
110 H -4.567532 -7.565512 -4.559678  0.376
111 H -5.067267 -8.793405 -5.739864  0.332
112 H -6.656834 -6.974152 -6.000955  0.379
113 H -5.554186 -6.834848 -7.384859  0.360
114 Br 0.793448 5.545068 5.560380  -0.149
115 C -1.125984 5.332967 5.313872  -0.458
116 C -1.662904 6.345857 4.339600  -0.528
117 Br -1.849962 8.121178 5.126664  -0.149
118 H -1.583952 5.390911 6.297497  0.419
119 H -1.249868 4.326851 4.916552  0.213
120 H -2.669204 6.076054 4.023070  0.375
121 H -1.030266 6.459511 3.464048  0.235
122 Br 10.018513 1.408042 13.054152  -0.140
123 C 11.128766 1.774661 11.495758  -0.588
124 C 11.239486 0.564416 10.607052  -0.429
125 Br 12.470599 -0.753097 11.346079  -0.119
126 H 12.089702 2.120917 11.865214  0.394
127 H 10.628671 2.588461 10.973274  0.351
128 H 11.659656 0.835347 9.640017  0.367
129 H 10.289127 0.059519 10.455616  0.156

Forces on atoms 1 to 3 (eV/Å):
0.67 -0.70 -0.03
-1.31 0.08 -0.53
0.75 0.05 -0.39